This record from the OMol25 dataset describes a 7-piece molecular cluster, C26H61BF5N2O12S overall in a non-equilibrium geometry. The level of theory is wB97M-V/def2-TZVPD.

Geometry as XYZ:
```
108
Properties=species:S:1:pos:R:3:forces:R:3
S 4.565 2.821 -1.780 6.7 -0.5 -2.5
F -1.945 3.346 -4.708 1.2 -4.5 2.9
F -2.877 1.269 -3.947 4.4 2.9 0.2
F -0.762 0.661 -5.907 1.0 2.2 4.2
F -1.361 2.528 -2.514 -0.7 -1.6 -4.9
F 0.684 2.331 -4.908 -3.4 -2.9 0.5
O 5.429 3.803 -2.628 -4.2 -3.2 2.9
O 3.169 2.363 -2.649 1.5 -0.6 1.0
O 4.596 10.005 -0.870 -0.2 0.3 0.1
O 4.707 -4.810 -1.136 1.6 6.1 6.2
O 3.253 1.205 4.582 -0.7 -2.7 -0.9
O 3.372 3.475 -5.579 -0.1 -0.2 0.5
O 1.032 -3.617 -4.057 0.0 -0.3 0.0
O -8.466 0.051 5.436 -0.6 0.4 0.4
O -0.692 -1.029 -8.406 -0.1 0.3 0.3
O 5.364 1.530 -1.483 -3.6 3.5 -0.6
O 2.267 -0.970 5.410 -0.3 3.8 -0.6
O 3.891 7.307 0.633 0.2 -0.4 -0.3
N 1.059 -1.072 -0.709 1.4 -0.3 0.5
N 2.630 -1.423 1.898 -1.3 0.2 -1.3
C -2.801 -2.064 1.757 0.4 -0.2 0.2
C 2.075 -2.221 -0.525 1.2 -1.6 0.3
C -1.627 2.118 -3.943 -2.9 1.8 0.1
C -5.866 -3.607 2.773 0.3 -0.3 0.5
C -2.867 -3.516 1.003 -0.6 -0.4 0.9
C 4.986 -3.870 -0.191 -1.7 -3.8 -3.9
C -0.375 1.294 -4.617 2.1 0.0 -0.6
C -0.479 0.680 0.581 -0.5 1.0 0.6
C 3.222 -1.917 0.599 0.2 -2.0 -0.2
C -6.748 -1.035 3.289 0.3 -0.1 -0.8
C 0.585 -0.564 0.646 -1.9 0.8 2.4
C -0.685 -0.673 -2.693 -1.4 -0.4 -0.6
C 4.195 3.703 -0.160 -1.8 0.5 1.5
C -6.560 -2.251 2.166 -0.2 0.4 0.7
C 3.911 -3.400 0.956 0.3 0.0 0.6
C 0.363 0.231 -3.566 0.3 0.4 0.6
C -4.362 -3.959 0.478 0.5 -0.8 -0.7
C -2.838 -0.758 0.769 -1.1 0.6 1.3
C 2.578 2.508 1.713 0.8 0.8 -1.7
C 1.782 -0.151 1.685 0.6 -0.6 0.2
C 1.137 0.157 3.194 -1.2 -0.9 -0.8
C -0.027 -1.661 -1.577 -1.1 -1.1 -2.2
C 2.816 0.995 1.156 0.8 0.1 0.3
C 2.660 3.523 0.386 -1.5 -0.3 1.1
C -5.275 -4.648 1.653 -0.9 0.0 -0.5
C -1.884 0.393 1.442 0.6 0.8 -0.3
B 2.249 0.121 4.406 1.8 -0.1 1.6
H -2.518 -4.333 1.801 -0.8 1.7 -1.7
H 1.372 -4.458 -3.715 0.0 0.2 -0.1
H 1.540 2.724 2.202 2.2 -0.6 -0.7
H -5.990 -1.762 1.265 -0.9 -1.3 1.7
H 3.492 2.788 2.399 -2.2 -0.5 -1.0
H 0.981 0.933 -2.824 -1.4 -1.2 -1.7
H 1.165 -0.454 -4.125 -2.0 1.6 0.9
H 0.453 1.120 3.205 1.6 -1.9 0.0
H -0.751 1.048 -0.501 0.5 -1.0 2.0
H 2.433 -0.479 6.287 0.0 -1.3 -1.8
H 1.905 3.082 -0.417 1.8 1.0 1.4
H -3.953 -0.335 0.822 2.4 -1.0 -0.3
H 5.123 10.626 -0.345 -0.1 -0.3 -0.2
H -9.323 -0.328 5.680 0.3 0.1 0.0
H 4.381 4.851 -0.307 -0.1 -2.4 0.0
H -0.847 -2.111 -0.875 1.5 1.1 -1.3
H -5.839 -0.953 4.034 -1.7 -0.3 -1.5
H 1.897 -2.146 2.162 1.3 0.8 -0.2
H 0.811 -3.812 -4.980 0.1 0.1 0.2
H -6.760 -0.029 2.647 -0.3 -2.0 1.7
H -1.241 -1.380 -3.480 1.3 1.4 1.9
H -6.195 -5.162 1.112 1.9 1.1 1.0
H -2.635 -0.977 -0.362 -0.1 0.4 2.2
H 4.473 -3.234 1.995 -1.0 -0.3 -2.4
H 2.626 -2.496 -1.535 -1.4 0.9 1.8
H -0.001 -1.477 1.145 1.3 1.8 -1.2
H -7.639 -2.539 1.804 2.1 0.5 0.5
H 0.394 -0.754 3.405 1.5 1.9 -0.4
H 3.938 3.841 -4.883 0.0 -0.1 -0.2
H -7.726 -1.161 3.919 2.2 0.4 -1.5
H -4.181 -4.801 -0.348 -0.4 1.7 1.8
H -0.633 -0.813 -7.463 0.0 -0.1 -0.4
H 3.785 10.497 -1.069 0.3 -0.1 0.0
H -1.568 -0.051 -2.190 2.2 -1.1 -1.2
H 2.155 4.535 0.759 1.6 -1.9 -1.1
H -8.584 1.003 5.570 0.1 -0.3 0.0
H -1.618 0.103 2.567 -0.5 0.5 -2.6
H 4.102 -1.271 0.171 -2.0 -0.8 0.9
H -3.669 -1.902 2.560 1.9 -0.7 -1.8
H 3.674 7.866 -0.128 0.2 0.1 0.3
H 6.037 -3.304 -0.199 -2.2 -1.3 0.0
H 0.452 -2.577 -2.171 -1.0 2.2 1.2
H -4.913 -3.080 -0.110 1.2 -1.8 1.5
H 4.184 0.840 4.652 -1.7 0.5 0.3
H 2.654 3.042 -5.093 0.3 0.3 -0.2
H 1.403 -3.166 -0.245 1.6 2.1 -0.3
H -4.971 -3.388 3.528 -2.0 -0.1 -1.6
H -0.002 1.632 1.121 -0.8 -2.2 -1.4
H 4.903 3.208 0.656 -1.2 1.0 -2.2
H 3.077 -4.218 1.196 1.8 1.7 -1.0
H -6.690 -4.155 3.428 1.8 1.0 -1.4
H 2.915 1.057 -0.033 -0.4 -0.4 2.4
H -0.941 -0.191 -8.824 0.1 -0.3 0.1
H 4.847 7.170 0.558 -0.3 0.3 0.0
H 3.903 0.664 1.523 -2.5 0.6 -0.8
H -1.794 -2.063 2.393 -2.0 0.1 -1.4
H -4.682 -5.529 2.175 -1.1 1.9 -1.1
H -2.100 -3.589 0.121 -1.4 0.4 1.5
H 3.400 1.478 -3.085 0.1 1.6 0.8
H -2.402 1.463 1.524 0.9 -2.4 -0.4
H 1.609 -0.296 -1.138 -0.8 -0.5 0.0
```
Forces are in eV/Å.

The molar mass comes out at 731.64 g mol⁻¹. The calculation puts the HOMO-LUMO gap at 9.6 eV. The total charge is +1. For the LUMO energy, the calculation gives -0.0997 Eh.

***

This record from the OMol25 dataset describes a 6-piece molecular cluster, C26H62N2O10 overall in a non-equilibrium geometry. The level of theory is wB97M-V/def2-TZVPD.

Geometry as XYZ:
```
100
Properties=species:S:1:pos:R:3:forces:R:3
O -1.585 4.103 1.097 0.3 0.2 0.5
O 0.653 -0.420 2.781 -0.5 0.6 -0.4
O -0.817 4.189 3.907 0.5 0.8 0.0
O -2.079 1.843 -1.583 0.4 0.5 0.0
O 4.262 -4.166 -0.218 -0.7 -0.1 -0.3
O -0.206 1.459 0.458 0.0 0.2 0.1
O -0.946 6.958 0.336 -0.1 -0.2 0.2
O 0.506 -6.819 1.629 -0.8 0.3 -0.1
O -0.026 -4.165 0.464 -0.5 0.2 -0.8
O 0.065 1.813 4.741 1.2 -0.8 -0.2
N 4.580 -2.807 -0.187 2.2 1.0 1.0
N -3.154 0.967 -1.573 -1.0 -2.5 0.3
C 4.810 -0.616 -1.395 -0.7 -0.1 -0.1
C -0.501 -0.476 1.936 0.7 -0.1 -0.4
C 4.508 0.112 -0.098 0.8 0.4 0.9
C 5.276 -3.004 2.135 0.8 0.3 0.0
C 0.881 -5.153 -0.114 -0.1 0.6 3.5
C -3.229 0.177 -2.835 -0.6 0.7 -0.2
C -4.352 1.600 -0.997 1.4 1.7 -0.2
C 1.043 2.741 4.225 -1.0 0.4 1.5
C 4.424 -2.227 1.125 -1.2 0.7 1.3
C 2.884 -2.264 -1.875 -0.5 0.7 -0.7
C -0.234 0.046 0.517 0.0 -1.4 1.2
C 0.480 4.167 4.530 -0.4 -1.7 -1.3
C -4.588 -0.648 -2.857 1.8 -0.1 -0.2
C -4.049 1.903 0.512 -0.3 -0.4 0.5
C -5.823 0.053 -2.387 -0.4 0.9 0.9
C 4.869 -0.728 1.170 -0.6 0.0 -1.1
C 5.263 -2.790 -2.468 -0.3 -0.8 -0.7
C -2.228 6.337 0.527 1.2 0.9 0.1
C -2.258 4.878 0.143 -0.7 0.9 0.0
C 4.349 -2.088 -1.403 0.3 -1.2 -2.1
C 0.332 -6.549 0.273 2.1 0.7 -3.3
C -4.597 2.927 -1.795 -1.8 0.4 1.4
C -3.150 1.037 -4.118 -0.7 -0.5 0.0
C 2.933 -2.239 1.564 -0.1 0.0 0.0
C -2.019 -0.769 -2.856 -0.1 0.8 0.5
C -5.527 0.643 -0.953 0.0 -1.0 -2.6
H -3.979 3.788 -1.538 0.5 -0.6 0.0
H 5.017 -4.058 2.212 0.0 0.0 -0.1
H -2.458 6.466 1.586 0.0 -0.2 0.1
H 2.742 -1.838 2.559 0.3 0.0 0.1
H 5.937 -0.587 1.344 0.1 -0.5 0.0
H 0.045 -6.102 2.080 -0.1 -0.2 0.3
H 2.515 -3.247 1.538 0.1 -0.1 -0.1
H 5.137 0.999 0.014 0.2 0.0 -0.4
H -4.379 -1.524 -2.238 -0.2 -0.1 0.0
H -1.344 0.104 2.317 0.0 -0.1 0.3
H 5.324 -2.594 3.145 -0.8 0.2 0.0
H 3.521 0.576 -0.046 -0.4 -0.7 -0.1
H 1.715 -5.013 0.579 0.8 -0.6 -0.7
H 5.399 -2.296 -3.434 -0.3 0.6 0.2
H 2.182 -2.423 -1.058 0.1 0.0 0.0
H -4.138 1.452 -4.322 0.1 0.3 -0.1
H 6.271 -3.051 -2.140 0.0 0.4 0.5
H 5.838 -0.526 -1.749 0.3 -0.3 0.8
H 2.548 -1.397 -2.449 0.0 0.3 0.3
H -4.848 1.557 1.173 -0.6 0.3 -0.4
H -1.507 1.490 -0.888 0.1 0.4 -0.3
H 2.008 2.549 4.700 -0.2 0.0 0.5
H -5.575 3.235 -1.406 -0.2 0.3 -0.3
H -4.689 2.924 -2.879 0.1 -0.7 0.1
H -3.276 1.243 0.913 0.6 0.3 -0.5
H -6.426 1.079 -0.524 0.2 0.1 0.2
H -1.060 -0.379 -0.050 0.0 0.5 -0.6
H -1.959 -1.217 -1.865 0.0 -0.6 -0.2
H 6.317 -2.870 1.828 0.1 -0.5 -0.3
H 0.725 -0.348 0.173 -0.1 -0.2 -0.2
H 1.232 4.888 4.207 -0.5 0.5 -0.1
H 0.172 4.290 5.566 0.9 -0.1 0.3
H -4.695 -0.984 -3.890 0.0 -0.2 0.0
H 0.366 -3.881 1.291 0.0 0.2 -0.1
H -3.860 2.930 0.821 0.2 -0.1 -0.4
H -2.937 0.342 -4.933 0.1 0.1 -0.2
H -1.410 3.206 0.794 -0.1 -0.1 -0.3
H -0.857 7.131 -0.605 0.1 0.0 0.0
H 1.261 2.506 3.180 -0.5 0.6 -0.4
H -0.805 2.210 4.834 0.1 0.5 -0.4
H -0.615 -6.708 -0.246 -0.6 0.0 0.9
H 2.727 -3.049 -2.616 0.3 -0.4 0.4
H -2.394 1.820 -4.117 0.0 -0.1 0.3
H 4.825 -3.742 -2.777 -0.1 -0.1 0.2
H -6.695 -0.605 -2.365 0.2 -0.4 0.3
H -3.341 4.706 0.143 0.1 -0.6 -0.2
H 0.624 1.702 0.881 0.0 0.4 -0.1
H -1.118 -0.161 -2.964 0.0 0.0 -0.1
H 4.291 -0.162 -2.242 -0.3 0.1 0.2
H 0.555 0.387 3.297 0.0 0.0 0.6
H 4.352 -0.257 2.006 0.1 -0.2 0.2
H 2.334 -1.615 0.899 0.0 0.0 -0.1
H -2.944 6.956 -0.018 -0.4 -0.5 -0.2
H -0.773 -1.532 1.889 -0.2 0.0 -0.2
H 1.022 -7.162 -0.318 0.0 -0.7 0.5
H 5.083 -4.614 -0.450 0.1 0.0 0.1
H -1.858 4.749 -0.864 0.0 -0.2 0.0
H -2.041 -1.458 -3.698 -0.2 -0.3 0.2
H -6.170 0.790 -3.115 0.4 0.5 0.2
H -0.766 4.400 2.966 -0.1 -0.1 -0.2
H 1.260 -4.876 -1.095 -0.7 -0.4 -0.3
H -5.172 -0.225 -0.395 -0.3 0.1 0.5
```
Forces are in eV/Å.

The molar mass comes out at 562.79 g mol⁻¹. Its energy relative to the best compared isomer or geometry (same formula, charge and spin) is 1.923 eV. The calculation puts the HOMO-LUMO gap at 8.5 eV. For the LUMO energy, the calculation gives 0.0164 Eh.